(1)
Below is 2 unconnected molecules or ions with the total composition C8H18BClO3, with properties calculated with ωB97M-V/def2-TZVPD.

Geometry as XYZ:
```
31
Properties=species:S:1:pos:R:3:forces:R:3
Cl -3.7616 0.7902 3.8100 0.0 0.0 0.4
O -4.3644 1.5859 1.4399 -2.3 3.5 -1.9
O 1.4528 -0.0012 -1.4596 -0.1 0.0 0.1
O -0.6771 1.9551 2.7641 0.2 0.2 0.1
C 1.8944 -1.1865 -2.1243 0.4 0.2 -0.2
C -1.2446 1.4406 0.4438 0.1 -0.5 0.3
C 2.0804 -0.9127 -3.6086 -0.2 0.0 -0.1
C -0.1674 1.3827 1.5666 -0.8 -0.1 -0.3
C 0.3221 0.0037 1.9294 0.5 0.4 0.4
C -3.8230 0.7721 2.0332 2.0 -3.2 1.6
C 3.1799 -1.6924 -1.4872 -0.1 -0.1 0.2
C -3.1373 -0.3857 1.3805 0.3 0.3 0.1
B -2.0932 0.1308 0.2987 0.2 0.0 -0.1
H 0.7288 -0.5365 1.0929 -0.1 -0.2 -0.6
H 3.9724 -0.9443 -1.5774 0.0 0.0 -0.1
H 1.1422 0.1393 2.6197 0.3 0.0 0.3
H 2.8395 -0.1409 -3.7635 0.1 -0.1 0.0
H -3.9092 -0.9468 0.8772 -0.4 -0.3 -0.2
H 3.5205 -2.6144 -1.9603 0.0 0.0 0.0
H 0.6793 1.9510 1.2080 0.4 0.3 0.0
H 3.0319 -1.8813 -0.4232 0.0 0.0 0.0
H -0.7406 1.6707 -0.4791 0.2 0.0 -0.5
H -0.4113 -0.5727 2.4668 -0.5 -0.2 0.0
H 1.1521 -0.5483 -4.0494 0.0 0.0 0.0
H -0.7205 2.9084 2.6287 -0.1 -0.1 0.1
H 1.1030 -1.9241 -1.9856 -0.1 0.1 0.1
H -2.6991 -1.0529 2.1119 0.3 -0.2 0.1
H 2.3898 -1.8128 -4.1417 0.0 0.0 0.0
H -1.9144 2.2638 0.6654 -0.1 0.4 0.1
H -1.9653 -0.5072 -0.7037 0.0 -0.2 0.1
H 2.1402 0.6663 -1.5733 -0.1 0.0 0.0
```
Positions in Å, forces in eV/Å.

Values from the calculation:
Electronic energy: -1026.36087 Ha
E_HOMO: -10.010 eV
Structure (SMILES): C[C@H](O)CBCC(=O)Cl.CC(C)O


(2)
Below is C19H24N2O7S in the gas phase, with properties calculated with ωB97M-V/def2-TZVPD.

Geometry as XYZ:
```
53
Properties=species:S:1:pos:R:3:forces:R:3
S 3.8060 0.6188 0.3314 0.1 -0.3 0.1
O -0.2110 2.6782 -2.0594 0.4 0.1 0.0
O 4.6294 1.1981 -0.6870 -0.3 0.0 -0.3
O -1.7235 2.6851 0.3529 0.3 -0.2 0.2
O 4.2860 0.5751 1.6818 -0.4 0.0 0.1
O -0.7123 -0.5061 -1.6972 -0.1 0.0 -0.1
O -3.7175 -0.0230 -0.9345 -0.3 0.2 -0.1
O -1.3134 -2.5524 -1.0457 -0.1 -0.5 0.2
N 3.5532 -0.9714 -0.1147 0.4 0.9 0.2
N -2.7411 -1.0343 0.8331 0.2 0.0 0.6
C 1.4677 1.4106 1.5168 0.0 0.1 0.2
C 2.1982 1.4141 0.3424 0.7 -0.2 0.1
C 2.7742 -1.8017 0.7624 -0.5 -0.1 0.5
C -3.1191 -0.0240 1.7971 -0.2 0.2 -0.2
C 1.9534 -1.2611 -1.9758 0.1 -0.1 0.1
C 3.4082 -1.2996 -1.5088 -0.1 0.1 -0.6
C -2.3476 -0.0816 3.0747 -0.2 0.0 -0.1
C -2.6655 -2.1649 -1.2926 -0.3 0.4 -0.3
C 1.0173 -2.0584 -1.0604 -0.1 0.3 0.0
C 0.1633 1.8660 1.5030 0.0 0.0 -0.2
C -1.2628 -0.7920 3.3225 0.0 -0.1 0.1
C -3.0963 -0.9467 -0.4594 0.2 -0.6 -0.2
C 0.3310 2.2962 -0.8736 0.1 -0.1 0.2
C -0.4216 2.2855 0.3125 0.2 0.0 0.0
C -2.1843 3.3130 -0.8296 0.0 0.2 -0.6
C -0.4056 -1.6079 -1.3268 0.4 0.0 -0.1
C 1.6577 1.8810 -0.8377 -0.3 0.2 -0.1
C -1.6262 2.6067 -2.0601 -0.6 -0.1 0.3
C 1.2786 -1.7674 0.4302 0.2 -0.1 0.0
H 1.6016 -0.2300 -1.9937 0.0 -0.1 -0.1
H 2.9513 -1.4448 1.7775 -0.1 -0.2 0.1
H -4.1912 -0.1170 2.0228 0.1 0.1 0.0
H -2.9767 0.9573 1.3275 -0.1 -0.1 0.1
H -1.9427 1.5576 -2.0504 0.0 0.1 0.0
H 3.8279 -2.3012 -1.6613 0.1 0.1 0.0
H 0.7602 -2.5125 1.0372 -0.1 0.0 0.1
H 0.8807 -0.7803 0.6709 -0.1 -0.1 0.0
H 1.1046 -3.1327 -1.2428 0.0 0.0 0.0
H -2.2966 -1.8698 1.1788 0.0 0.0 -0.1
H -3.2751 -3.0337 -1.0370 0.1 0.1 0.0
H 3.1495 -2.8285 0.6792 0.0 0.1 0.1
H -1.8687 4.3649 -0.8290 -0.1 -0.1 0.0
H -2.7624 0.5527 3.8468 0.0 0.1 0.1
H 1.8904 -1.6555 -2.9914 0.0 0.1 0.0
H 1.9341 1.0604 2.4229 0.0 0.0 0.2
H 2.2568 1.9222 -1.7329 0.0 0.0 -0.2
H -2.7951 -1.9129 -2.3492 0.0 0.0 0.2
H -3.2728 3.2496 -0.8042 0.1 0.0 -0.1
H -0.4314 1.8875 2.4018 0.0 0.0 0.1
H 4.0089 -0.5797 -2.0646 0.0 -0.2 -0.2
H -1.9587 3.0914 -2.9778 0.0 0.0 0.1
H -0.7918 -1.4238 2.5887 0.1 -0.1 -0.2
H -0.7791 -0.7574 4.2828 0.1 0.0 0.2
```
Positions in Å, forces in eV/Å.

Values from the calculation:
Electronic energy: -1772.78936 Ha
E_HOMO: -8.532 eV
Structure (SMILES): C=CCNC(=O)COC(=O)C1CCN(S(=O)(=O)c2ccc3c(c2)OCCO3)CC1


(3)
Below is 2 unconnected molecules or ions with the total composition C5H13NO, with properties calculated with ωB97M-V/def2-TZVPD.

Geometry as XYZ:
```
20
Properties=species:S:1:pos:R:3:forces:R:3
O -2.0459 -1.7319 0.4375 -0.4 -0.2 0.2
N -0.9162 -2.0241 -1.4863 0.6 0.1 -1.0
C -1.9474 0.1405 -0.9778 0.2 0.8 -2.1
C 1.5201 1.6625 0.6672 2.2 0.1 -1.2
C -1.6696 -1.2773 -0.6314 0.6 -0.7 1.1
C 1.5297 1.3898 2.1484 -0.9 -0.5 0.9
C 2.8258 1.2468 -0.1466 -1.8 0.0 0.4
H 1.6670 2.7332 0.4973 -0.7 0.2 0.4
H 1.8539 2.2790 2.6897 -0.1 0.0 0.2
H -1.6295 0.8595 -0.2258 -0.3 -0.3 0.4
H 3.6470 1.8116 0.2719 0.3 0.5 -0.3
H -1.4044 0.4154 -1.8901 0.3 0.0 0.1
H 2.1295 0.5618 2.5402 0.3 0.0 -0.7
H -2.9691 0.2946 -1.3356 -0.2 -0.1 0.7
H -0.3191 -1.5950 -2.1948 -0.4 0.5 0.0
H 3.1749 0.2208 -0.2002 -0.5 -0.4 0.2
H 0.6238 1.4156 0.0905 0.2 -0.5 0.5
H 0.5247 1.0932 2.4863 0.1 0.5 0.0
H 2.4749 1.5495 -1.1353 1.0 0.1 -0.4
H -0.4778 -2.8911 -1.2036 -0.5 0.0 0.6
```
Positions in Å, forces in eV/Å.

Values from the calculation:
Electronic energy: -328.24862 Ha
Total charge: -1
E_HOMO (alpha / beta): 1.099 / -5.993 eV
Multiplicity: 2


(4)
Below is 2 unconnected molecules or ions with the total composition C4H6ClNO3, with properties calculated with ωB97M-V/def2-TZVPD.

Geometry as XYZ:
```
15
Properties=species:S:1:pos:R:3:forces:R:3
Cl 3.1297 -1.1057 0.1420 1.7 -0.3 -0.4
O 1.1434 -2.0665 -1.3536 0.6 -0.1 0.2
O -0.6479 -1.3296 2.1099 0.8 0.1 0.1
O 1.4855 -0.6353 2.2329 -1.4 -0.6 1.0
N 0.3185 -0.6390 1.7718 0.7 1.2 -0.6
C 0.2014 0.2236 0.6842 -2.3 0.0 0.0
C 1.6078 -1.3532 -0.5536 -0.9 -0.6 -1.2
C -0.9635 1.3373 -1.2218 -1.7 -0.5 2.3
C -1.0511 0.2302 -0.1184 0.5 -0.8 -0.6
H -0.1167 1.1684 -1.8200 1.5 0.5 -0.4
H -1.7645 0.4443 0.6426 -1.2 0.6 0.6
H -1.1439 2.2872 -0.6716 1.2 -0.3 -0.7
H -1.7660 1.3447 -1.9166 -1.1 -0.5 -0.5
H 0.9887 0.9091 0.4622 0.5 0.1 0.3
H -1.4215 -0.8157 -0.3902 1.0 1.2 -0.1
```
Positions in Å, forces in eV/Å.

Values from the calculation:
Electronic energy: -896.42734 Ha
E_HOMO (alpha / beta): -7.902 / -10.561 eV
Multiplicity: 3